Model i:
12
Properties=species:S:1:pos:R:3:mulliken_charge:R:1 method="wB97M-V/def2-TZVPD" charge=-1 orbital_gap_ev=7.26
O 2.35 -0.77 0.51 -1.125
H 3.25 -0.50 0.32 0.126
C -0.82 -0.16 1.05 -0.820
N -0.28 -0.55 -0.24 -0.429
C -0.52 0.49 -1.22 -0.855
H -0.20 0.53 1.63 0.254
H -0.93 -1.04 1.68 0.240
H -1.82 0.27 0.88 0.350
H 0.77 -0.55 -0.11 0.368
H 0.04 1.41 -1.00 0.290
H -0.25 0.20 -2.24 0.273
H -1.60 0.68 -1.26 0.328



Model ii:
12
Properties=species:S:1:pos:R:3:mulliken_charge:R:1 method="wB97M-V/def2-TZVPD" charge=-1 orbital_gap_ev=6.39
O -3.04 -0.55 0.19 -1.127
H -3.19 -0.05 -0.60 0.129
C 1.59 0.59 -0.08 -1.181
C 0.25 -0.10 -0.45 -0.108
N -0.28 -0.94 0.61 -0.644
H 2.17 1.22 -0.81 0.347
H 2.24 -0.22 0.28 0.321
H 1.67 1.48 0.63 0.290
H 0.37 -0.57 -1.39 0.253
H -0.41 0.84 -0.59 0.180
H -1.29 -1.05 0.68 0.374
H -0.07 -0.67 1.53 0.167



Relative energies, unit eV: model i 0.000; model ii 0.605



Model i:
32
Properties=species:S:1:pos:R:3:mulliken_charge:R:1 method="wB97M-V/def2-TZVPD" charge=0 orbital_gap_ev=10.55
Br -3.00 -3.35 0.18 -0.147
C -3.19 -4.37 1.87 -0.607
C -1.87 -4.49 2.58 -0.496
Br -2.24 -5.30 4.33 -0.157
H -3.67 -5.29 1.55 0.376
H -3.93 -3.80 2.42 0.381
H -1.38 -3.53 2.75 0.281
H -1.22 -5.12 1.98 0.383
Br -4.08 5.66 -2.36 -0.159
C -3.00 4.19 -1.64 -0.571
C -3.49 2.87 -2.18 -0.617
Br -2.50 1.38 -1.33 -0.120
H -3.01 4.21 -0.55 0.383
H -1.97 4.34 -1.96 0.354
H -3.47 2.71 -3.25 0.420
H -4.52 2.69 -1.87 0.346
Br 5.88 0.92 1.43 -0.139
C 4.78 1.51 -0.08 -0.487
C 5.70 1.78 -1.25 -0.547
Br 4.67 2.56 -2.72 -0.173
H 4.26 2.40 0.26 0.402
H 4.06 0.71 -0.25 0.167
H 6.14 0.85 -1.59 0.381
H 6.48 2.46 -0.92 0.397
Br 0.05 -2.15 -1.46 -0.152
C 0.27 -1.48 0.40 -0.544
C 0.79 -0.05 0.25 -0.338
Br 1.50 0.54 1.99 -0.177
H 0.97 -2.08 0.96 0.434
H -0.69 -1.44 0.90 0.298
H 0.03 0.67 0.00 0.047
H 1.63 0.02 -0.43 0.380



Model ii:
32
Properties=species:S:1:pos:R:3:mulliken_charge:R:1 method="wB97M-V/def2-TZVPD" charge=0 orbital_gap_ev=10.45
Br 12.75 21.25 6.16 -0.183
C 12.54 23.12 6.75 -0.140
C 11.78 23.07 8.05 -0.526
Br 11.65 24.86 8.80 -0.184
H 12.07 23.63 5.93 0.489
H 13.55 23.47 6.94 -0.190
H 12.30 22.48 8.79 0.228
H 10.78 22.65 7.98 0.449
Br 16.80 18.51 9.43 -0.148
C 16.40 20.13 8.46 -0.520
C 16.69 21.33 9.35 -0.528
Br 15.93 22.91 8.54 -0.173
H 15.37 20.09 8.13 0.280
H 17.05 20.15 7.59 0.341
H 17.76 21.47 9.49 0.365
H 16.22 21.19 10.32 0.410
Br 9.04 21.05 11.95 -0.141
C 10.85 21.67 12.08 -0.562
C 10.85 23.16 12.29 -0.596
Br 12.67 23.81 12.31 -0.137
H 11.45 21.38 11.23 0.303
H 11.31 21.18 12.94 0.394
H 10.39 23.45 13.23 0.415
H 10.35 23.65 11.46 0.323
Br 19.25 24.15 4.59 -0.158
C 17.56 24.52 5.46 -0.374
C 16.42 23.84 4.74 -0.518
Br 14.77 24.87 4.94 -0.143
H 17.40 25.59 5.55 0.377
H 17.67 24.14 6.48 0.170
H 16.15 22.89 5.20 0.228
H 16.56 23.63 3.69 0.451



Relative energies, unit eV: model i 0.179; model ii 0.000



Model i:
16
Properties=species:S:1:pos:R:3:mulliken_charge:R:1 method="wB97M-V/def2-TZVPD" charge=0 orbital_gap_ev=9.46
C 3.31 0.28 0.23 -1.022
C 1.80 0.52 0.19 0.461
O 1.39 1.64 0.25 -0.492
Si 0.59 -0.98 -0.21 0.398
Si -1.58 -0.67 0.53 0.157
Si -3.35 0.51 -0.57 0.371
H 3.47 0.28 -0.85 0.274
H 3.67 -0.58 0.76 0.330
H 3.77 1.19 0.63 0.309
H 1.16 -2.25 0.21 -0.123
H 0.85 -1.02 -1.66 -0.131
H -2.17 -2.01 0.91 -0.090
H -1.57 0.04 1.90 -0.077
H -4.56 1.08 0.30 -0.077
H -3.99 -0.71 -1.00 -0.128
H -3.35 1.45 -1.55 -0.161



Model ii:
16
Properties=species:S:1:pos:R:3:mulliken_charge:R:1 method="wB97M-V/def2-TZVPD" charge=0 orbital_gap_ev=9.46
C -1.83 -0.85 2.31 -1.028
C -0.69 -0.62 1.28 0.470
O 0.46 -0.64 1.64 -0.483
Si -1.06 -0.27 -0.57 0.367
Si 0.46 1.53 -1.06 0.210
Si 2.48 0.22 -1.63 0.259
H -1.35 -1.51 3.06 0.310
H -2.77 -1.15 1.80 0.324
H -1.98 0.10 2.79 0.294
H -2.48 0.05 -0.92 -0.157
H -0.71 -1.51 -1.22 -0.100
H -0.12 2.28 -2.23 -0.137
H 1.04 2.71 -0.24 -0.082
H 3.73 0.95 -2.17 -0.106
H 2.18 -1.16 -2.36 -0.073
H 2.72 -0.26 -0.12 -0.067



Relative energies, unit eV: model i 0.126; model ii 0.000



Model i:
17
Properties=species:S:1:pos:R:3:mulliken_charge:R:1 method="wB97M-V/def2-TZVPD" charge=+1 orbital_gap_ev=11.28
N -1.78 1.53 1.66 -0.398
C -1.20 0.74 0.74 0.489
N 0.15 0.62 0.72 -0.228
C 0.58 -0.37 -0.24 0.755
C 1.77 -0.16 -1.05 -0.816
C 1.67 -1.36 -0.14 -0.787
C -1.05 -0.71 -0.99 -0.273
O -1.85 0.18 -0.19 -0.319
H -1.30 2.25 2.14 0.251
H -2.70 1.80 1.34 0.302
H 0.58 0.76 1.61 0.285
H 2.43 0.64 -0.91 0.287
H 1.67 -0.29 -2.05 0.263
H 1.42 -2.25 -0.49 0.306
H 2.22 -1.29 0.70 0.295
H -1.11 -0.33 -2.06 0.292
H -1.52 -1.75 -0.81 0.297



Model ii:
17
Properties=species:S:1:pos:R:3:mulliken_charge:R:1 method="wB97M-V/def2-TZVPD" charge=+1 orbital_gap_ev=9.27
C 0.69 1.92 0.11 -0.813
N 0.40 0.53 -0.01 0.102
C 1.38 -0.57 -0.09 -0.571
C 0.49 -1.85 0.08 -0.480
N -0.82 -1.29 -0.09 -0.141
C -0.80 0.02 -0.08 0.721
C -2.05 0.72 -0.25 -0.375
O -3.04 0.16 0.20 -0.377
H 1.15 1.96 1.18 0.336
H 1.45 2.26 -0.62 0.307
H -0.22 2.53 0.11 0.290
H 2.05 -0.63 0.66 0.392
H 1.90 -0.67 -1.11 0.313
H 0.73 -2.67 -0.74 0.285
H 0.46 -2.32 1.11 0.315
H -1.61 -1.78 0.25 0.291
H -2.17 1.69 -0.70 0.405



Relative energies, unit eV: model i 0.591; model ii 0.000